A 2-piece molecular cluster, CH6N3OS overall at a distorted geometry. Source: the OMol25 dataset; level of theory: wB97M-V/def2-TZVPD.

## Properties
* charge: +1
* electronic energy: -18478.819 eV
* gap between HOMO and LUMO: 0.3083 Eh
* LUMO energy: -0.2029 Ha

Structure (XYZ):
```
12
CH6N3OS wB97M-V/def2-TZVPD
C 0.695 -0.587 -0.004
N 1.894 -0.956 -0.340
N 0.501 0.745 0.141
N -2.277 0.008 0.162
O -0.140 -1.472 0.362
S -3.736 -0.263 -0.135
H 2.666 -0.313 -0.158
H 2.194 -1.897 -0.256
H 0.770 1.358 -0.612
H -0.026 1.191 0.839
H -1.089 -1.050 0.315
H -4.299 0.795 0.477
```

Atomic partial charges in e from the Mulliken method, atoms 1 to 5: 0.6201 -0.3450 -0.3750 -0.4137 -0.4119